This record from the Open Molecules 2025 dataset describes 5 unconnected molecules or ions with the total composition C20H55N5O5. The level of theory is wB97M-V/def2-TZVPD.

```
85
C20H55N5O5 wB97M-V/def2-TZVPD
C -5.55244 -1.71705 2.04963
O -5.52832 -1.06650 3.30911
C -4.86515 0.22538 3.40874
C -3.32062 0.18980 3.48621
C -2.87014 -0.80734 4.44154
N -2.70029 1.49942 3.78269
H -4.70018 -1.61057 1.37851
H -6.45315 -1.48344 1.48196
H -5.82450 -2.73950 2.31173
H -5.05581 0.97159 2.63743
H -5.12199 0.78094 4.31067
H -3.04327 -0.11633 2.47752
H -3.24808 -1.78798 4.15238
H -3.04224 -0.58769 5.49522
H -1.80650 -1.04111 4.39556
H -3.20944 2.26860 3.37132
H -2.87750 1.72721 4.75058
C 2.29562 3.72122 -1.22945
O 3.07319 3.21080 -0.22995
C 2.35030 2.63721 0.84485
C 3.18343 2.02121 1.91753
C 4.04643 3.04192 2.62882
N 4.05574 1.00083 1.29679
H 1.96535 3.13377 -2.08613
H 2.66143 4.65752 -1.65092
H 1.34272 4.00655 -0.78372
H 1.77187 3.36635 1.41218
H 1.71190 1.91267 0.33930
H 2.55383 1.45013 2.59986
H 4.70996 3.44681 1.86468
H 4.58557 2.54996 3.43840
H 3.55247 3.82155 3.20870
H 4.07012 1.17742 0.30245
H 3.66350 0.07255 1.36418
C 1.81553 0.73257 -1.28252
O 1.31231 0.47430 0.08186
C -0.12098 0.59313 0.14699
C -0.56595 -0.25273 1.38982
C -0.41998 -1.75548 1.26197
N -2.00365 -0.14519 1.47087
H 1.16137 0.26832 -2.02053
H 2.79405 0.30086 -1.49279
H 1.84554 1.77015 -1.61513
H -0.37529 1.64310 0.29182
H -0.66268 0.30414 -0.75365
H -0.01980 0.04767 2.28401
H -1.02410 -2.27906 0.52103
H -0.51321 -2.29358 2.20529
H 0.64618 -1.84210 1.05243
H -2.25203 -0.79770 2.20069
H -2.13622 0.76621 1.88544
C -0.81947 -0.35763 -3.34297
O -0.98357 1.03898 -3.19862
C 0.08045 1.86625 -3.69916
C 0.02140 3.27283 -3.09237
C 1.02040 4.22071 -3.58560
N 0.32574 3.04248 -1.69659
H -1.74612 -0.79698 -2.97366
H 0.10636 -0.66853 -2.85894
H -0.86885 -0.59862 -4.40485
H 1.04801 1.41821 -3.47288
H 0.00757 2.07811 -4.76588
H -0.94869 3.71691 -3.31554
H 0.87244 4.22385 -4.66551
H 2.02009 3.87418 -3.32358
H 0.75857 5.17520 -3.12900
H -0.08270 3.90132 -1.35646
H -0.27276 2.26637 -1.45254
C 1.04414 -1.83410 -1.76721
O 1.28917 -3.01300 -1.02671
C 1.42318 -4.14132 -1.95710
C 1.23847 -5.38074 -1.12091
C 1.06162 -6.61049 -2.00120
N 0.07416 -5.18476 -0.28937
H 1.83543 -1.73046 -2.50965
H 1.21955 -1.02315 -1.06032
H 0.00928 -1.87666 -2.10684
H 0.67015 -4.03541 -2.73802
H 2.43641 -4.09377 -2.35609
H 2.09114 -5.65033 -0.49772
H 1.93716 -6.84888 -2.60510
H 0.25694 -6.58368 -2.73596
H 0.78966 -7.49778 -1.42949
H 0.23260 -5.45904 0.66967
H -0.00254 -4.17892 -0.23941
```

As for the multiplicity: 1. As for the structure (SMILES): COC[C@H](C)N.COC[C@H](C)N.COC[C@H](C)N.COC[C@H](C)N.COC[C@H](C)N. For the highest occupied orbital energy, the calculation gives -0.2945 hartree. For the maximum force, the calculation gives 8.14 eV/A. As for the gap between HOMO and LUMO: 8.6 eV.


This record from the Open Molecules 2025 dataset describes a molecular structure, C20H55N5O5. The level of theory is wB97M-V/def2-TZVPD.

```
85
C20H55N5O5 wB97M-V/def2-TZVPD
C 7.17485 -8.42788 31.55760
C 7.27611 -7.31898 32.64658
C 7.11520 -5.89554 32.08907
O 8.18343 -5.73959 31.10511
C 8.50020 -4.30760 31.07547
N 6.45998 -7.63586 33.77086
H 7.66008 -8.14512 30.62341
H 6.13669 -8.53696 31.24386
H 7.70824 -9.37040 31.68105
H 8.29957 -7.31049 33.02148
H 7.24197 -5.24975 32.95796
H 6.11976 -5.76305 31.66524
H 7.64388 -3.72151 30.74184
H 9.20680 -4.19691 30.25293
H 8.88926 -3.87173 31.99566
H 6.75685 -7.02123 34.51531
H 6.76225 -8.55316 34.06635
C 1.53557 -16.01966 33.75561
C 2.94831 -15.74071 33.19080
C 3.18455 -14.22241 32.87229
O 2.28702 -13.68861 31.83579
C 2.92157 -12.64051 31.14588
N 3.84833 -16.13317 34.22916
H 1.63410 -17.00931 34.20168
H 0.89797 -15.94176 32.87497
H 1.12448 -15.31280 34.47634
H 3.19160 -16.37446 32.33798
H 4.22016 -14.22773 32.53232
H 3.22195 -13.61803 33.77862
H 3.24108 -11.80559 31.76951
H 2.25420 -12.16442 30.42751
H 3.77731 -12.99887 30.57369
H 4.83039 -15.90058 34.18938
H 3.55277 -15.82884 35.14575
C 7.27133 -8.54484 28.67113
C 6.93117 -9.95603 28.95214
C 5.39379 -10.04051 29.20219
O 5.09248 -11.13037 29.93062
C 3.66831 -11.34577 30.04228
N 7.28103 -10.85342 27.93179
H 6.77405 -7.97256 27.88798
H 8.32451 -8.36185 28.45798
H 6.90863 -7.91531 29.48368
H 7.43269 -10.20407 29.88759
H 4.91941 -9.89606 28.23152
H 5.08974 -9.16478 29.77556
H 3.15159 -11.94206 29.29025
H 3.08425 -10.42811 29.97249
H 3.42843 -11.75515 31.02358
H 6.53948 -10.78561 27.24944
H 8.14627 -10.56648 27.49690
C 2.78600 -4.30770 26.19792
C 3.04803 -4.80290 27.67966
C 4.54559 -5.20903 27.88557
O 4.66885 -5.81579 29.17625
C 5.92048 -6.43740 29.34552
N 2.65662 -3.69930 28.53967
H 3.31533 -3.35736 26.12892
H 1.70832 -4.24797 26.04579
H 3.08678 -5.07277 25.48216
H 2.42216 -5.68723 27.79946
H 5.24660 -4.38194 27.77323
H 4.87885 -5.90298 27.11390
H 6.56220 -6.31857 28.47249
H 5.69130 -7.50277 29.32172
H 6.38344 -6.38041 30.33067
H 1.64921 -3.66645 28.47525
H 2.92664 -4.05156 29.44692
C 8.22876 -13.70546 28.13068
C 9.17042 -12.57635 27.63112
C 10.39821 -13.06142 26.74582
O 11.18937 -14.01894 27.45619
C 11.68026 -15.04377 26.59811
N 8.35489 -11.74380 26.79200
H 8.83959 -14.41272 28.69173
H 7.72818 -14.32700 27.38825
H 7.43608 -13.47205 28.84152
H 9.45282 -12.02285 28.52664
H 11.07514 -12.25777 26.45602
H 9.98540 -13.48111 25.82846
H 12.05663 -15.82669 27.25651
H 12.55486 -14.72743 26.02970
H 10.85720 -15.35309 25.95392
H 8.21343 -12.23576 25.92134
H 7.46282 -11.50954 27.20364
```

As for the multiplicity: 1. For the highest occupied orbital energy, the calculation gives -0.2857 hartree. For the maximum force, the calculation gives 18.85 eV/A. As for the gap between HOMO and LUMO: 8.4 eV.


This record from the Open Molecules 2025 dataset describes 5 unconnected molecules or ions with the total composition C20H55N5O5. The level of theory is wB97M-V/def2-TZVPD.

```
85
C20H55N5O5 wB97M-V/def2-TZVPD
C 8.29279 19.59527 -11.82401
O 9.10450 18.81721 -10.96992
C 8.44796 17.53082 -10.84684
C 9.20774 16.44508 -10.09772
C 10.70868 16.46660 -10.39507
N 8.85821 15.06960 -10.46052
H 8.35945 19.28459 -12.86666
H 8.80173 20.55179 -11.94299
H 7.25065 19.75045 -11.54480
H 7.46840 17.79872 -10.45088
H 8.40318 17.22866 -11.89317
H 9.08830 16.68375 -9.04090
H 11.36026 16.05696 -9.62323
H 11.16879 17.45336 -10.34326
H 11.09578 16.10561 -11.34793
H 8.27801 14.50766 -9.85415
H 8.45699 15.10684 -11.38666
C 4.27460 18.32319 -14.67476
O 4.82626 17.00835 -14.35588
C 4.77709 16.73262 -12.94368
C 5.19659 15.27608 -12.65742
C 4.83991 14.82996 -11.28106
N 6.58015 15.16190 -12.81791
H 4.85009 19.12989 -14.22075
H 3.27189 18.46010 -14.26988
H 4.28063 18.61529 -15.72489
H 5.28055 17.49864 -12.35390
H 3.71791 16.81238 -12.69898
H 4.79522 14.60410 -13.41600
H 3.78308 15.03147 -11.10618
H 5.36465 15.37770 -10.49829
H 5.03044 13.75990 -11.19888
H 6.75619 15.36481 -13.79153
H 6.73318 14.16363 -12.82997
C 8.25591 12.05498 -8.59657
O 7.70092 13.08643 -7.79592
C 8.65451 13.94431 -7.24318
C 8.03699 14.77834 -6.11860
C 7.08793 13.99891 -5.18179
N 7.23216 15.93061 -6.61725
H 8.93377 11.42527 -8.02031
H 8.72446 12.42344 -9.50915
H 7.43550 11.50863 -9.06189
H 9.54739 13.48550 -6.81849
H 9.11231 14.61567 -7.96968
H 8.80331 15.28225 -5.52958
H 6.13978 13.68585 -5.61895
H 6.78759 14.64650 -4.35805
H 7.50557 13.01640 -4.96194
H 6.62717 15.49530 -7.29886
H 6.69809 16.36275 -5.87688
C 12.38575 10.04247 -12.14805
O 11.15044 10.74430 -12.46998
C 10.89913 11.87147 -11.49289
C 11.73417 13.24256 -11.79197
C 11.07815 13.84795 -12.95194
N 13.16067 12.96694 -12.21391
H 12.36267 9.09936 -12.69404
H 12.36367 9.86480 -11.07285
H 13.32827 10.50933 -12.43399
H 9.83906 12.10020 -11.60262
H 11.03942 11.43289 -10.50493
H 11.72301 13.78774 -10.84816
H 11.84474 14.53201 -13.31596
H 10.18918 14.35559 -12.57759
H 10.73579 13.26769 -13.80877
H 13.25563 12.56103 -13.13387
H 13.38876 13.92298 -12.44639
C 13.42196 16.76645 -7.72375
O 14.49304 16.95989 -6.80647
C 15.67507 16.25678 -7.37960
C 16.70129 16.59030 -6.32350
C 18.07154 15.91212 -6.49160
N 16.26488 16.33420 -4.98749
H 12.75452 17.59859 -7.49973
H 12.95585 15.78168 -7.69107
H 13.73352 16.65285 -8.76207
H 15.45837 15.20501 -7.19270
H 15.92032 16.53561 -8.40438
H 16.96095 17.64457 -6.41941
H 18.57172 16.07948 -7.44549
H 18.03147 14.82906 -6.37556
H 18.86213 16.32876 -5.86752
H 15.99892 15.38104 -4.78540
H 15.30795 16.65714 -4.97852
```

As for the multiplicity: 1. As for the structure (SMILES): COC[C@H](C)N.COC[C@H](C)N.COC[C@H](C)N.COC[C@H](C)N.COC[C@H](C)N. For the highest occupied orbital energy, the calculation gives -0.3297 hartree. For the maximum force, the calculation gives 5.21 eV/A. As for the gap between HOMO and LUMO: 9.6 eV.


This record from the Open Molecules 2025 dataset describes 3 unconnected molecules or ions with the total composition C20H56BN6O6P4S. The level of theory is wB97M-V/def2-TZVPD.

```
94
C20H56BN6O6P4S wB97M-V/def2-TZVPD
C -3.13542 -2.52125 0.94542
C -2.65202 -3.48342 -0.33412
C -3.89292 -3.78311 -1.36360
C -4.46936 -5.31812 -1.32822
C -4.67801 -5.94820 0.17082
C -6.23948 -6.54549 0.20018
B -7.21984 -5.31979 0.69187
O -7.53475 -4.21435 -0.28001
C -8.65579 -3.53508 0.45089
P -9.49170 -2.06343 -0.48444
S -9.75739 -0.65613 0.88776
C -9.53853 -4.87852 0.77361
P -11.26365 -4.73440 1.57896
O -11.88904 -3.10948 1.56455
O -12.33389 -5.68033 0.52323
O -8.47799 -5.67172 1.44080
H -2.29181 -1.70265 1.05785
H -3.05851 -3.22242 1.89379
H -4.20212 -2.06149 0.79333
H -2.24193 -4.49440 0.10284
H -1.79848 -2.87948 -0.90943
H -4.81968 -3.05312 -1.23080
H -3.46787 -3.61574 -2.46651
H -3.75124 -5.99391 -1.98142
H -5.51699 -5.30342 -1.87610
H -3.92025 -6.85983 0.26715
H -4.45901 -5.21514 1.05630
H -6.48409 -6.97555 -0.86434
H -6.19401 -7.44492 0.98287
H -6.59566 -4.71218 1.50230
H -8.07286 -3.08291 1.38792
H -8.54687 -1.49766 -1.44773
H -10.72592 -2.49076 -1.09930
H -9.72184 -5.45609 -0.24373
H -12.58274 -3.04823 0.81979
H -12.01959 -5.47439 -0.42364
O -0.25987 0.34193 2.07935
P 1.28402 0.45801 2.09096
N 1.28557 0.83314 3.77620
C 2.25639 1.62909 4.51949
C 0.82011 -0.25141 4.65027
N 1.22893 1.95018 1.22032
C 1.43265 3.24687 1.84066
C 0.16941 2.07800 0.21006
N 3.05897 0.59145 2.10430
C 3.70946 0.91834 0.81736
C 3.65855 -0.69777 2.51447
H 3.19861 1.09718 4.68349
H 1.86128 1.89560 5.50775
H 2.48748 2.58237 4.05184
H 1.63007 -0.94531 4.89768
H 0.01697 -0.83573 4.19155
H 0.41266 0.14554 5.58729
H 0.71195 3.43274 2.64282
H 1.34354 4.06452 1.11451
H 2.45270 3.34166 2.21896
H -0.78917 2.35190 0.66656
H 0.03853 1.14096 -0.34254
H 0.42382 2.84083 -0.53472
H 3.35890 0.25897 0.01564
H 4.79991 0.82482 0.89101
H 3.54266 1.95585 0.51609
H 3.41056 -1.49391 1.80321
H 3.30681 -1.01307 3.49858
H 4.74918 -0.62074 2.59358
O 5.85767 3.25775 -0.41709
P 6.46212 3.45153 -1.82929
N 7.02349 5.03170 -1.41856
C 7.23203 6.17087 -2.30586
C 8.06032 5.06743 -0.37904
N 4.89243 3.61789 -2.53358
C 4.32638 4.89302 -2.93528
C 3.82350 2.79719 -1.94759
N 7.15703 3.67432 -3.45283
C 6.56075 2.87578 -4.54507
C 8.58766 3.29609 -3.44529
H 8.12802 6.06302 -2.92488
H 7.35084 7.09487 -1.72629
H 6.39154 6.36874 -2.96561
H 9.05983 4.92213 -0.80167
H 7.91042 4.29451 0.38057
H 8.05097 6.02548 0.15353
H 4.26800 5.59502 -2.09790
H 3.31595 4.77865 -3.34727
H 4.89701 5.33085 -3.75704
H 3.42170 3.25372 -1.03522
H 4.18779 1.79276 -1.70485
H 2.99705 2.66162 -2.65466
H 6.49660 1.81618 -4.27389
H 7.15099 2.96277 -5.46556
H 5.56389 3.22724 -4.82396
H 8.71598 2.23720 -3.19327
H 9.15694 3.87947 -2.71921
H 9.05371 3.48732 -4.41890
```

As for the multiplicity: 1. For the highest occupied orbital energy, the calculation gives -0.1611 hartree. For the maximum force, the calculation gives 9.09 eV/A. Its total charge is -1. As for the gap between HOMO and LUMO: 4.0 eV.